1.
# C54H136N6O21

11 unconnected molecules or ions with the total composition C54H136N6O21 in a non-equilibrium geometry (ωB97M-V/def2-TZVPD, the Open Molecules 2025 dataset).

Element x y z (Å)
C -4.563 3.346 -2.905
O -3.382 2.658 -3.315
C -3.001 2.942 -4.709
C -1.617 2.327 -4.944
O -1.604 0.931 -5.031
C -0.628 0.303 -5.822
C 0.604 -0.181 -5.035
O 1.242 0.905 -4.339
C 2.486 0.469 -3.872
H -4.861 3.319 -1.856
H -5.455 3.151 -3.500
H -4.335 4.387 -3.137
H -2.968 4.008 -4.936
H -3.687 2.390 -5.352
H -0.818 2.518 -4.228
H -1.386 2.714 -5.936
H -0.312 0.839 -6.718
H -1.155 -0.529 -6.289
H 1.318 -0.692 -5.681
H 0.182 -0.919 -4.352
H 2.367 -0.087 -2.942
H 3.053 1.397 -3.804
H 3.025 -0.175 -4.567
C -2.085 -5.417 -0.489
O -2.306 -5.877 -1.836
C -3.327 -5.324 -2.448
C -3.352 -5.648 -3.985
O -3.456 -7.074 -4.198
C -4.731 -7.724 -3.871
C -4.789 -9.189 -4.332
O -5.943 -9.830 -3.833
C -6.022 -11.224 -4.180
H -2.457 -6.071 0.300
H -2.597 -4.464 -0.354
H -1.039 -5.212 -0.259
H -3.274 -4.238 -2.364
H -4.296 -5.587 -2.025
H -2.476 -5.227 -4.477
H -4.183 -5.105 -4.435
H -5.541 -7.122 -4.285
H -4.826 -7.546 -2.800
H -3.957 -9.790 -3.966
H -4.819 -9.276 -5.418
H -7.012 -11.671 -4.090
H -5.259 -11.630 -3.516
H -5.744 -11.462 -5.207
C 10.004 1.218 -4.535
O 10.181 1.067 -3.156
C 9.633 -0.094 -2.575
C 8.179 -0.022 -2.320
O 7.858 1.089 -1.440
C 6.515 1.621 -1.480
C 5.395 0.671 -0.951
O 5.557 0.234 0.411
C 5.410 1.292 1.387
H 9.830 0.272 -5.047
H 10.944 1.598 -4.935
H 9.352 2.010 -4.904
H 10.185 -0.369 -1.676
H 9.779 -0.915 -3.276
H 7.947 -0.945 -1.788
H 7.506 -0.087 -3.175
H 6.283 1.926 -2.500
H 6.585 2.568 -0.945
H 5.444 -0.240 -1.548
H 4.404 1.113 -1.053
H 4.331 1.442 1.343
H 5.915 2.201 1.060
H 5.711 0.967 2.383
C 4.228 -0.835 3.930
O 3.800 -0.910 5.289
C 4.350 -0.013 6.236
C 4.054 1.521 5.954
O 4.896 1.950 4.926
C 4.918 3.357 4.745
C 5.543 4.117 5.860
O 4.752 4.159 7.032
C 5.201 4.873 8.166
H 3.799 -0.081 3.271
H 3.937 -1.780 3.470
H 5.293 -0.688 3.750
H 5.428 -0.113 6.364
H 3.929 -0.361 7.179
H 4.163 2.038 6.908
H 3.003 1.787 5.846
H 3.914 3.747 4.579
H 5.476 3.605 3.842
H 5.508 5.174 5.595
H 6.487 3.723 6.236
H 6.182 4.514 8.477
H 4.498 4.603 8.954
H 5.073 5.923 7.901
C -1.847 4.622 -1.178
O -2.453 5.622 -0.402
C -1.858 6.933 -0.773
C -2.275 8.099 0.140
O -1.963 7.939 1.519
C -2.651 6.851 2.284
C -4.250 6.941 2.276
O -4.596 8.060 3.142
C -6.013 7.957 3.394
H -1.899 4.969 -2.210
H -2.336 3.651 -1.263
H -0.956 4.239 -0.681
H -2.177 7.077 -1.805
H -0.774 6.889 -0.672
H -3.362 8.185 0.144
H -1.977 9.068 -0.259
H -2.325 6.828 3.324
H -2.252 5.906 1.918
H -4.725 5.997 2.543
H -4.687 7.102 1.290
H -6.686 8.010 2.538
H -6.262 8.741 4.110
H -6.390 7.037 3.842
C 3.908 -7.130 -2.481
C 3.227 -6.014 -3.310
C 4.015 -4.631 -3.200
O 4.233 -4.194 -1.868
C 5.116 -3.107 -1.847
N 3.266 -6.344 -4.719
H 4.101 -6.909 -1.431
H 4.931 -7.309 -2.814
H 3.514 -8.142 -2.571
H 2.224 -5.894 -2.901
H 3.414 -3.854 -3.672
H 4.947 -4.715 -3.758
H 6.100 -3.285 -2.281
H 5.118 -2.609 -0.878
H 4.657 -2.267 -2.369
H 2.857 -7.242 -4.934
H 2.667 -5.659 -5.157
C -2.841 -1.151 -2.836
C -3.979 -1.739 -3.721
C -5.039 -0.729 -3.958
O -5.893 -1.151 -5.068
C -7.096 -0.488 -5.232
N -3.459 -2.271 -4.994
H -3.119 -1.084 -1.784
H -2.510 -0.138 -3.067
H -2.042 -1.871 -3.013
H -4.388 -2.566 -3.141
H -4.560 0.205 -4.252
H -5.586 -0.463 -3.054
H -7.611 -1.130 -5.946
H -7.024 0.544 -5.575
H -7.656 -0.537 -4.298
H -4.227 -2.270 -5.650
H -2.886 -1.507 -5.323
C -1.025 -0.908 4.512
C 0.444 -0.764 5.002
C 0.605 -0.877 6.537
O -0.216 0.041 7.300
C 0.243 1.396 7.358
N 1.268 -1.772 4.307
H -1.021 -1.174 3.455
H -1.515 0.065 4.547
H -1.577 -1.633 5.110
H 0.686 0.254 4.697
H 1.649 -0.746 6.823
H 0.269 -1.813 6.984
H 1.306 1.528 7.559
H -0.356 1.792 8.178
H 0.158 1.933 6.414
H 2.196 -1.638 4.682
H 1.424 -1.442 3.365
C 0.295 -2.562 0.104
C 1.407 -1.508 -0.297
C 0.775 -0.071 -0.287
O 1.831 0.920 -0.630
C 1.506 2.264 -0.987
N 2.496 -1.649 0.677
H -0.577 -2.487 -0.546
H -0.047 -2.393 1.125
H 0.547 -3.615 -0.027
H 1.720 -1.626 -1.335
H 0.429 0.139 0.725
H 0.027 -0.082 -1.079
H 2.441 2.824 -1.021
H 0.813 2.711 -0.275
H 1.028 2.209 -1.965
H 2.982 -2.409 0.221
H 3.028 -0.798 0.562
C -2.718 2.744 5.261
C -2.716 3.392 3.930
C -1.504 2.909 3.039
O -0.345 3.396 3.706
C 0.961 2.987 3.254
N -4.017 3.086 3.359
H -2.814 1.669 5.114
H -3.506 2.896 5.999
H -1.800 2.946 5.813
H -2.604 4.449 4.168
H -1.569 3.360 2.049
H -1.438 1.851 2.784
H 1.283 2.048 3.705
H 1.544 3.831 3.622
H 0.947 2.832 2.175
H -4.718 3.238 4.071
H -3.966 2.082 3.267
C -3.218 0.455 1.056
C -4.166 -0.489 1.892
C -4.002 -1.992 1.535
O -4.217 -2.381 0.167
C -5.570 -2.124 -0.206
N -3.853 -0.323 3.312
H -2.167 0.227 1.235
H -3.309 1.525 1.243
H -3.383 0.193 0.011
H -5.205 -0.207 1.719
H -4.659 -2.672 2.076
H -2.990 -2.294 1.804
H -6.311 -2.528 0.484
H -5.684 -2.901 -0.962
H -5.764 -1.147 -0.650
H -3.164 -0.928 3.735
H -4.662 -0.560 3.868

Results
Spin multiplicity: 2
⟨S²⟩: 0.755
ΔE to the lowest compared entry with this formula, charge and spin: 31.5 kcal per mole
HOMO (spin up / spin down): -10.450 / -10.450 eV
Net charge: +1
Orbital gap (spin up / spin down): 8.69 / 2.41 eV



2.
# C54H141N11O16

11 unconnected molecules or ions with the total composition C54H141N11O16 in a non-equilibrium geometry (ωB97M-V/def2-TZVPD, the Open Molecules 2025 dataset).

Element x y z (Å)
C -4.172 -6.397 -2.811
O -3.368 -5.499 -2.078
C -2.969 -6.029 -0.840
C -2.450 -4.824 -0.031
C -1.787 -5.178 1.275
N -3.523 -3.821 0.199
H -3.701 -7.389 -2.860
H -4.158 -6.064 -3.851
H -5.203 -6.502 -2.464
H -3.824 -6.514 -0.345
H -2.169 -6.783 -0.864
H -1.761 -4.447 -0.791
H -0.846 -5.704 1.088
H -2.475 -5.649 1.984
H -1.496 -4.308 1.878
H -3.826 -3.632 -0.763
H -4.355 -4.295 0.556
C 4.547 -6.311 1.765
O 4.073 -5.685 2.917
C 2.681 -5.415 2.894
C 2.008 -6.142 4.038
C 2.020 -7.668 3.842
N 0.575 -5.703 4.119
H 4.544 -5.676 0.873
H 4.041 -7.268 1.585
H 5.585 -6.626 1.911
H 2.620 -4.332 3.054
H 2.226 -5.580 1.912
H 2.520 -5.880 4.966
H 3.070 -7.959 3.682
H 1.484 -7.983 2.948
H 1.741 -8.205 4.747
H 0.254 -5.614 3.157
H 0.057 -6.477 4.518
C 3.187 0.048 3.527
O 1.896 -0.521 3.611
C 1.497 -0.656 4.941
C 0.128 -1.269 5.076
C -0.057 -2.504 4.209
N -0.928 -0.309 4.664
H 3.917 -0.543 4.084
H 3.139 1.124 3.719
H 3.503 -0.017 2.480
H 2.160 -1.322 5.526
H 1.635 0.284 5.495
H -0.014 -1.381 6.153
H 0.189 -2.187 3.192
H -1.047 -2.948 4.247
H 0.685 -3.264 4.459
H -0.739 0.083 3.748
H -1.814 -0.796 4.599
C -3.768 2.340 -7.012
O -2.919 1.661 -6.122
C -1.863 0.951 -6.759
C -1.041 0.208 -5.739
C -0.364 1.222 -4.814
N 0.129 -0.401 -6.405
H -4.743 1.856 -7.073
H -3.364 2.462 -8.026
H -3.839 3.369 -6.667
H -2.402 0.187 -7.357
H -1.327 1.538 -7.511
H -1.568 -0.541 -5.161
H -1.127 1.749 -4.213
H -0.071 2.153 -5.323
H 0.442 0.852 -4.192
H 0.690 0.294 -6.878
H -0.113 -1.137 -7.060
C -2.039 5.130 -1.348
O -1.403 6.107 -2.117
C -2.081 6.394 -3.323
C -2.273 7.886 -3.557
C -2.787 8.112 -4.986
N -1.051 8.697 -3.338
H -3.094 5.276 -1.099
H -1.440 5.022 -0.441
H -1.973 4.130 -1.802
H -1.542 5.968 -4.187
H -3.071 5.924 -3.349
H -2.995 8.236 -2.807
H -2.061 7.730 -5.701
H -2.908 9.190 -5.123
H -3.798 7.724 -5.129
H -0.976 9.456 -4.001
H -0.229 8.112 -3.471
C 0.770 1.734 0.510
O 0.752 0.668 -0.423
C 1.443 -0.379 0.217
C 1.209 -1.757 -0.355
C 1.893 -2.968 0.338
N 1.758 -1.802 -1.768
H 0.315 1.441 1.465
H 0.202 2.548 0.069
H 1.802 2.025 0.747
H 2.534 -0.215 0.254
H 1.123 -0.410 1.271
H 0.130 -1.940 -0.439
H 2.766 -3.304 -0.208
H 1.070 -3.684 0.372
H 2.205 -2.726 1.358
H 1.418 -0.926 -2.185
H 1.119 -2.480 -2.180
C 7.060 -5.764 -1.389
O 5.813 -5.380 -1.918
C 5.534 -3.997 -1.753
C 4.824 -3.449 -2.982
N 4.468 -2.078 -2.750
C 4.321 -1.268 -3.936
C 5.649 -1.026 -4.655
O 6.092 -1.972 -5.598
C 5.171 -2.189 -6.637
H 7.840 -5.709 -2.157
H 7.081 -6.813 -1.082
H 7.283 -5.161 -0.507
H 6.438 -3.429 -1.531
H 4.825 -3.867 -0.919
H 4.033 -4.161 -3.280
H 5.516 -3.534 -3.827
H 3.674 -1.987 -2.104
H 4.003 -0.298 -3.545
H 3.573 -1.629 -4.656
H 6.363 -0.996 -3.826
H 5.713 -0.009 -5.065
H 4.165 -2.479 -6.325
H 5.549 -2.912 -7.357
H 5.030 -1.258 -7.218
C 1.280 -7.918 0.219
O 1.226 -7.763 -1.164
C 2.362 -7.071 -1.672
C 2.199 -6.904 -3.171
N 0.973 -6.194 -3.542
C 0.841 -4.898 -2.935
C -0.209 -3.989 -3.586
O -0.766 -3.253 -2.500
C -1.559 -2.171 -2.887
H 2.257 -8.273 0.583
H 0.552 -8.689 0.485
H 1.066 -7.073 0.889
H 3.282 -7.650 -1.503
H 2.428 -6.094 -1.176
H 2.141 -7.881 -3.662
H 3.054 -6.439 -3.667
H 0.183 -6.783 -3.309
H 1.809 -4.388 -2.952
H 0.599 -4.984 -1.865
H -0.998 -4.650 -3.963
H 0.267 -3.365 -4.346
H -2.159 -1.859 -2.042
H -2.182 -2.341 -3.771
H -0.952 -1.305 -3.201
C 1.990 5.420 0.715
O 1.811 6.806 0.842
C 1.024 7.408 -0.184
C 0.791 8.849 0.244
N -0.050 8.809 1.423
C -0.223 10.137 2.042
C -0.856 10.037 3.412
O -2.223 9.727 3.274
C -2.934 9.975 4.464
H 2.303 4.992 1.667
H 2.783 5.195 -0.010
H 1.076 4.904 0.400
H 0.068 6.884 -0.296
H 1.527 7.292 -1.154
H 0.254 9.275 -0.612
H 1.790 9.309 0.294
H 0.479 8.219 2.065
H -0.862 10.667 1.329
H 0.734 10.683 2.068
H -0.717 11.021 3.879
H -0.336 9.258 3.986
H -3.023 11.056 4.658
H -2.458 9.510 5.332
H -3.962 9.648 4.316
C -2.010 2.201 9.763
O -2.028 2.181 8.356
C -0.834 2.656 7.795
C -0.845 2.567 6.279
N 0.320 3.254 5.737
C 0.442 3.086 4.307
C -0.571 3.870 3.478
O -0.160 5.217 3.573
C -1.052 6.153 3.008
H -1.258 1.446 10.036
H -2.956 1.813 10.133
H -1.811 3.189 10.179
H -0.085 1.890 8.085
H -0.409 3.601 8.158
H -1.767 3.056 5.930
H -0.814 1.517 5.996
H 0.370 4.239 5.956
H 0.497 2.033 4.012
H 1.427 3.440 3.971
H -1.565 3.698 3.924
H -0.730 3.553 2.434
H -0.985 6.119 1.912
H -0.763 7.156 3.297
H -2.093 5.994 3.315
C -4.323 -0.724 -3.676
O -3.859 -0.474 -2.350
C -4.140 0.846 -1.907
C -4.167 0.770 -0.394
N -2.798 0.898 0.151
C -2.630 0.359 1.511
C -3.333 1.243 2.563
O -3.941 0.426 3.527
C -5.213 -0.012 3.164
H -3.771 -0.169 -4.432
H -5.408 -0.563 -3.637
H -4.297 -1.797 -3.871
H -5.111 1.184 -2.289
H -3.370 1.534 -2.264
H -4.553 -0.209 -0.070
H -4.844 1.513 0.036
H -2.236 0.316 -0.468
H -1.548 0.447 1.633
H -2.937 -0.692 1.590
H -4.007 1.911 2.010
H -2.615 1.912 3.033
H -5.232 -0.480 2.173
H -5.922 0.827 3.147
H -5.604 -0.721 3.890

Results
Spin multiplicity: 1
ΔE to the lowest compared entry with this formula, charge and spin: 28.0 kcal per mole
HOMO: -7.969 eV
Structure (SMILES): COC[C@H](C)N.COC[C@H](C)N.COC[C@H](C)N.COC[C@H](C)N.COC[C@H](C)N.COC[C@H](C)N.COCCNCCOC.COCCNCCOC.COCCNCCOC.COCCNCCOC.COCCNCCOC
Orbital gap: 8.46 eV